w | Density functional theory data (ωB97M-V with the def2-TZVPD basis set) for the molecule C3H7N5.

ORCA input file:
```
! RIJCOSX wB97M-V def2-TZVPD def2/J DEFGRID3
* xyz 0 1
C 0.43 -1.20 -1.90
N 1.02 0.71 1.23
N -0.12 -1.47 0.55
C -0.33 0.80 1.05
C 0.40 -0.68 -0.50
N -1.05 1.90 1.35
N -1.00 -0.28 0.51
N 1.24 0.36 -0.21
H 1.47 1.61 1.37
H -0.71 -2.23 0.22
H -0.62 2.65 1.86
H -2.05 1.82 1.24
H -0.10 -0.53 -2.57
H -0.02 -2.19 -1.97
H 1.46 -1.30 -2.23
*
```

HOMO level: -0.274 hartree
Frontier orbital gap: 8.271 eV
Lowest unoccupied orbital energy: 0.80 eV

x | Density functional theory data (ωB97M-V with the def2-TZVPD basis set) for C3H7N5 as an isolated structure.

ORCA input file:
```
! RIJCOSX wB97M-V def2-TZVPD def2/J DEFGRID3
* xyz 0 1
C 0.40 0.66 0.22
C -0.62 1.88 0.33
C -1.62 1.30 -0.44
H 2.77 -0.98 1.75
H 2.87 -0.66 -0.35
H -0.36 2.81 0.97
H -2.73 1.76 -0.71
H -2.11 -0.47 -1.69
H 0.94 -1.95 0.28
H -1.33 -2.24 0.07
N 2.15 -0.62 0.63
N 1.40 0.61 0.88
N -1.53 -0.05 -0.74
N -0.10 -0.31 -0.65
N -0.12 -1.73 -0.57
*
```

HOMO level: -0.275 hartree
Frontier orbital gap: 8.072 eV
Lowest unoccupied orbital energy: 0.60 eV

w takes first place; second place is 0.2352 hartree up.

w | Density functional theory data (ωB97M-V with the def2-TZVPD basis set) for a 3-piece molecular cluster, C3H7N5 overall.

ORCA input file:
```
! RIJCOSX wB97M-V def2-TZVPD def2/J DEFGRID3
* xyz 0 1
C -0.39 1.06 0.62
C -0.54 -0.22 1.03
C 0.04 -1.05 0.04
H -0.84 2.18 2.36
H -0.13 2.87 1.33
H -0.89 -0.72 2.05
H -0.56 -2.84 0.62
H 2.33 -0.48 -1.77
H 0.29 -2.30 -2.08
H 0.13 1.66 -1.34
N -0.87 2.15 1.39
N 0.07 -2.36 -0.23
N 0.13 -0.29 -1.11
N 0.84 -0.71 -2.32
N 0.37 1.04 -0.60
*
```

HOMO level: -0.300 hartree
Frontier orbital gap: 8.101 eV
Lowest unoccupied orbital energy: -0.06 eV

x | Density functional theory data (ωB97M-V with the def2-TZVPD basis set) for a 2-piece molecular cluster, C3H7N5 overall.

ORCA input file:
```
! RIJCOSX wB97M-V def2-TZVPD def2/J DEFGRID3
* xyz 0 1
C -1.47 -0.26 0.57
C 1.64 0.65 -0.10
C 1.67 -0.76 -0.59
H -3.18 -1.03 1.01
H -1.45 2.03 0.51
H 0.09 2.05 -1.28
H 2.37 1.25 -0.80
H 1.91 0.81 0.99
H 2.65 -1.32 -1.13
H -1.11 -2.36 0.39
N -2.73 -0.20 0.58
N -0.79 1.05 0.62
N 0.30 1.04 -0.36
N 0.74 -1.59 -0.64
N -0.63 -1.38 0.23
*
```

HOMO level: -0.309 hartree
Frontier orbital gap: 8.751 eV
Lowest unoccupied orbital energy: 0.34 eV

x takes first place; second place is 0.0616 hartree up.

w | Density functional theory data (ωB97M-V with the def2-TZVPD basis set) for the molecule C5H11N.

ORCA input file:
```
! RIJCOSX wB97M-V def2-TZVPD def2/J DEFGRID3
* xyz 0 1
C -1.44 2.22 -1.36
C -1.23 1.09 -0.68
C 0.03 0.22 -0.79
C -0.08 -1.13 -0.09
C 0.54 -1.12 1.33
N 1.91 -0.64 1.38
H -2.21 2.92 -1.05
H -0.97 2.41 -2.31
H -2.04 0.53 -0.22
H 0.18 -0.02 -1.85
H 0.82 0.91 -0.47
H 0.39 -1.96 -0.66
H -1.10 -1.50 -0.04
H 0.50 -2.15 1.70
H -0.10 -0.43 1.86
H 2.14 -0.22 2.27
H 2.68 -1.14 0.98
*
```

HOMO level: -0.326 hartree
Frontier orbital gap: 10.080 eV
Lowest unoccupied orbital energy: 1.21 eV
SMILES: C=CCCCN

x | Density functional theory data (ωB97M-V with the def2-TZVPD basis set) for C5H11N as an isolated structure.

ORCA input file:
```
! RIJCOSX wB97M-V def2-TZVPD def2/J DEFGRID3
* xyz 0 1
C 0.78 -1.73 1.12
C 1.11 -0.25 0.97
N -0.09 0.55 0.86
C -0.48 1.86 0.31
C -1.15 0.49 0.12
C -0.60 0.51 -1.96
H 1.69 -2.33 1.22
H 0.17 -1.91 2.02
H 0.23 -2.10 0.25
H 1.65 0.12 1.84
H 1.74 -0.08 0.08
H -0.86 2.48 1.13
H -0.37 1.51 -1.06
H -1.99 -0.18 0.02
H -1.63 0.37 -2.29
H -0.08 -0.45 -1.93
H -0.09 1.14 -2.71
*
```

HOMO level: -0.284 hartree
Frontier orbital gap: 8.755 eV
Lowest unoccupied orbital energy: 1.04 eV

y | Density functional theory data (ωB97M-V with the def2-TZVPD basis set) for the molecule C5H11N.

ORCA input file:
```
! RIJCOSX wB97M-V def2-TZVPD def2/J DEFGRID3
* xyz 0 1
C -0.64 1.53 1.37
N -0.29 0.32 0.69
C 1.01 -0.38 0.62
C 1.18 -0.89 -0.83
C -0.31 -1.09 -1.19
C -0.94 0.14 -0.60
H -1.38 1.32 2.15
H 0.23 2.00 1.83
H -1.07 2.27 0.68
H 0.85 -1.29 1.21
H 1.79 0.24 1.06
H 1.67 -0.16 -1.48
H 1.78 -1.78 -0.76
H -0.49 -1.21 -2.26
H -0.62 -2.03 -0.71
H -2.02 0.00 -0.53
H -0.75 1.02 -1.25
*
```

HOMO level: -0.283 hartree
Frontier orbital gap: 8.853 eV
Lowest unoccupied orbital energy: 1.16 eV
SMILES: CN1CCCC1

z | Density functional theory data (ωB97M-V with the def2-TZVPD basis set) for the molecule C5H11N.

ORCA input file:
```
! RIJCOSX wB97M-V def2-TZVPD def2/J DEFGRID3
* xyz 0 1
N -2.26 0.30 -0.08
C -1.17 -0.50 0.25
C -0.08 -0.25 -0.70
C 1.23 -0.98 -0.23
C 1.56 0.31 0.64
C 0.68 1.09 -0.40
H -2.10 1.22 0.52
H -3.29 -0.36 0.09
H -1.55 -1.52 0.39
H -0.74 -0.15 1.29
H -0.45 -0.53 -1.72
H 1.14 -2.01 0.22
H 1.99 -0.99 -1.08
H 2.64 0.63 0.65
H 1.03 0.36 1.70
H 0.06 1.93 -0.21
H 1.30 1.46 -1.33
*
```

HOMO level: -0.326 hartree
Frontier orbital gap: 9.808 eV
Lowest unoccupied orbital energy: 0.94 eV
SMILES: NCC1CCC1

y takes first place; second place is 0.0359 hartree up.

w | Density functional theory data (ωB97M-V with the def2-TZVPD basis set) for a 3-piece molecular cluster, C5H11N overall.

ORCA input file:
```
! RIJCOSX wB97M-V def2-TZVPD def2/J DEFGRID3
* xyz 0 1
C 1.97 0.05 -0.26
N 0.96 0.18 0.48
C 0.63 0.01 1.90
C -0.30 -0.23 0.76
C -1.13 1.43 -1.41
C -0.96 -1.46 0.28
H 1.86 -0.65 -1.08
H 0.35 1.48 -1.88
H 2.96 0.42 0.03
H 0.59 0.91 2.49
H 1.16 -0.85 2.30
H -1.48 1.15 -0.38
H -1.40 0.65 -2.12
H -1.80 2.29 -1.58
H -1.88 -1.65 0.85
H -1.24 -1.41 -0.78
H -0.29 -2.33 0.40
*
```

HOMO level: -0.260 hartree
Frontier orbital gap: 7.901 eV
Lowest unoccupied orbital energy: 0.84 eV

x | Density functional theory data (ωB97M-V with the def2-TZVPD basis set) for the molecule C5H11N.

ORCA input file:
```
! RIJCOSX wB97M-V def2-TZVPD def2/J DEFGRID3
* xyz 0 1
C -1.25 -1.14 0.98
N -1.07 -0.97 -0.49
C -0.15 0.29 -0.77
C 1.10 0.42 0.20
C 2.46 -0.10 -0.09
C -1.01 1.45 -0.64
H -1.56 -0.20 1.43
H -0.39 -1.46 1.57
H -2.10 -1.83 1.01
H -1.89 -0.40 -0.69
H 0.89 1.12 1.00
H 3.23 0.57 -0.42
H 2.69 -1.15 -0.16
H 1.05 -0.71 0.20
H -1.61 1.81 -1.46
H -0.73 2.21 0.08
H 0.33 0.08 -1.73
*
```

HOMO level: -0.245 hartree
Frontier orbital gap: 4.665 eV
Lowest unoccupied orbital energy: -2.01 eV

y | Density functional theory data (ωB97M-V with the def2-TZVPD basis set) for the molecule C5H11N.

ORCA input file:
```
! RIJCOSX wB97M-V def2-TZVPD def2/J DEFGRID3
* xyz 0 1
C -1.56 0.62 -0.98
C -1.24 0.39 0.49
N -0.43 -0.80 0.74
C 0.31 -1.47 -0.32
C 1.02 -0.72 0.75
C 1.75 0.57 0.43
H -2.24 1.45 -1.11
H -0.65 0.85 -1.55
H -2.01 -0.28 -1.42
H -0.72 1.28 0.89
H -2.16 0.29 1.08
H 0.27 -2.56 -0.33
H 0.33 -1.03 -1.31
H 1.46 -1.28 1.57
H 2.83 0.36 0.34
H 1.62 1.31 1.23
H 1.41 1.02 -0.51
*
```

HOMO level: -0.318 hartree
Frontier orbital gap: 9.811 eV
Lowest unoccupied orbital energy: 1.15 eV
SMILES: CCN1C[C@H]1C

y takes first place; second place is 0.1892 hartree up.

w | Density functional theory data (ωB97M-V with the def2-TZVPD basis set) for the molecule C5H11N.

ORCA input file:
```
! RIJCOSX wB97M-V def2-TZVPD def2/J DEFGRID3
* xyz 0 1
C -1.64 -0.55 -0.75
C -0.56 0.22 -0.05
C -1.04 0.81 1.25
C 0.75 0.09 -0.33
C 1.80 -0.03 0.72
N 1.16 0.02 -1.70
H -1.35 -1.20 -1.59
H -2.28 -1.15 -0.11
H -2.37 0.13 -1.23
H -0.29 1.39 1.78
H -1.90 1.44 0.99
H -1.40 0.05 1.95
H 1.71 0.69 1.53
H 2.81 0.15 0.32
H 1.87 -1.03 1.14
H 0.62 -0.71 -2.18
H 2.11 -0.32 -1.75
*
```

HOMO level: -0.275 hartree
Frontier orbital gap: 8.502 eV
Lowest unoccupied orbital energy: 1.01 eV
SMILES: CC(C)=C(C)N

x | Density functional theory data (ωB97M-V with the def2-TZVPD basis set) for the molecule C5H11N.

ORCA input file:
```
! RIJCOSX wB97M-V def2-TZVPD def2/J DEFGRID3
* xyz 0 1
C 2.04 1.88 -0.63
C 1.29 0.54 -0.26
C -0.24 0.49 -0.27
C -0.87 -0.67 0.19
C -2.41 -0.75 0.03
N -0.09 -1.62 0.93
H 1.98 2.10 -1.70
H 1.72 2.85 -0.13
H 3.07 1.77 -0.20
H 1.68 0.19 0.68
H 1.70 -0.27 -0.98
H -1.00 1.09 -0.92
H -2.69 -1.62 -0.55
H -2.88 -0.91 1.02
H -2.75 0.22 -0.35
H 0.73 -1.94 0.46
H 0.28 -1.14 1.77
*
```

HOMO level: -0.321 hartree
Frontier orbital gap: 9.688 eV
Lowest unoccupied orbital energy: 0.94 eV
SMILES: CC/C=C(/C)N

w takes first place; second place is 0.0168 hartree up.

w | Density functional theory data (ωB97M-V with the def2-TZVPD basis set) for the molecule C8H9NO.

ORCA input file:
```
! RIJCOSX wB97M-V def2-TZVPD def2/J DEFGRID3
* xyz 0 1
C -0.14 1.92 2.01
C 0.92 1.87 0.99
C -1.01 0.91 1.85
C 0.64 0.70 0.32
C 0.77 -1.52 -0.31
C -0.57 -1.41 0.63
C 0.79 -0.92 -1.67
C -0.32 -0.38 -2.45
N -0.45 0.08 0.90
O 1.64 -2.25 0.13
H -0.16 2.80 2.69
H 1.78 2.42 0.80
H -1.97 0.79 2.45
H -1.49 -1.67 0.14
H -0.41 -1.94 1.48
H 1.83 -0.73 -2.12
H 0.02 0.38 -3.09
H -1.04 0.08 -1.85
H -0.82 -1.15 -2.90
*
```

HOMO level (spin up / spin down): -0.318 / -0.309 hartree
Frontier orbital gap (spin up / spin down): 7.720 / 7.429 eV
Lowest unoccupied orbital energy (spin up / spin down): -0.94 / -0.99 eV

x | Density functional theory data (ωB97M-V with the def2-TZVPD basis set) for the molecule C8H9NO.

ORCA input file:
```
! RIJCOSX wB97M-V def2-TZVPD def2/J DEFGRID3
* xyz 0 1
O -1.84 1.80 -0.62
C -1.10 0.76 0.04
C -1.75 -0.07 1.08
C -1.48 -0.68 -0.33
C -0.18 -1.43 -0.51
N 0.82 -0.38 -0.15
C 2.12 -0.36 -0.08
C 2.53 0.93 0.13
C 1.39 1.78 0.09
C 0.35 0.85 -0.07
H -1.25 2.45 -0.49
H -2.82 0.24 1.16
H -1.37 -0.31 2.06
H -2.23 -0.75 -0.99
H -0.19 -2.24 0.18
H 0.03 -1.67 -1.57
H 2.76 -1.30 -0.22
H 3.60 1.12 0.30
H 1.32 2.90 0.28
*
```

HOMO level: -0.292 hartree
Frontier orbital gap: 8.907 eV
Lowest unoccupied orbital energy: 0.96 eV
SMILES: O[C@@]12C[C@@H]1Cn1cccc12

x takes first place; second place is 0.1150 hartree up.